The ion C4H2ClO2 with charge -1, computed with the ωB97M-V functional and the def2-TZVPD basis.

XYZ file:
```
9
Properties=species:S:1:pos:R:3:forces:R:3
C 1.314 -0.294 -0.301 -1.40 0.09 -1.98
C 0.482 0.052 0.682 0.37 -0.40 1.36
O 0.771 0.322 1.869 -0.82 0.28 0.46
C -0.953 -0.163 0.205 0.56 -2.18 2.64
Cl -1.758 -1.599 0.670 -0.50 -0.52 0.20
C -1.410 0.731 -0.529 -0.87 3.30 -2.49
O -1.617 1.659 -1.228 -0.55 -0.17 -0.02
H 2.315 -0.303 -0.092 2.58 -0.09 0.05
H 0.857 -0.405 -1.275 0.64 -0.29 -0.22
```
Forces are in eV/Å.

Properties
E: -764.25981 a.u.
Relative energy (zero: lowest compared OMol25 entry of this formula, charge and spin): 46.2 kcal/mol
Kohn-Sham gap: 6.475 eV
Total charge: -1

A structure of composition C84H192AsF6N6O2P2, computed with the ωB97M-V functional and the def2-TZVPD basis.

XYZ file:
```
293
Properties=species:S:1:pos:R:3:forces:R:3
C 1.295 44.902 15.028 -0.55 0.21 -0.61
C 0.632 46.304 14.951 -1.41 -0.53 1.13
C -0.577 46.269 13.991 0.56 1.29 -1.42
C -1.527 47.550 14.080 1.48 -0.89 1.26
P -2.742 47.799 12.811 -0.64 0.39 -2.79
C -2.073 48.640 11.248 1.03 -0.94 -0.68
C -1.052 47.905 10.257 -0.79 -1.44 1.09
C 0.007 48.715 9.585 0.48 0.23 -0.68
C -0.528 49.840 8.714 0.26 0.99 0.03
C -3.917 49.036 13.267 -0.69 1.18 -0.01
C -4.740 48.805 14.498 -0.36 0.59 0.58
C -5.819 49.926 14.698 -0.38 -1.58 0.47
C -6.838 49.392 15.738 0.00 0.91 0.41
C -3.678 46.265 12.384 0.11 0.94 0.63
C -5.043 46.494 11.660 0.64 -1.11 -1.76
C -5.428 45.205 10.759 -0.05 1.45 2.32
C -5.763 44.084 11.729 -1.06 -1.83 -0.86
H 1.674 44.630 14.043 0.24 0.01 -0.06
H 0.509 44.173 15.227 -0.16 0.01 0.07
H 2.065 44.677 15.766 0.06 0.72 0.02
H 1.258 47.167 14.720 0.30 -0.32 -0.19
H 0.151 46.547 15.898 0.47 -0.07 0.56
H -1.129 45.330 13.983 -0.18 0.12 0.57
H -0.082 46.280 13.020 -0.35 0.06 -0.53
H -0.973 48.480 14.211 0.62 0.14 -0.89
H -1.941 47.613 15.087 -0.95 -0.67 -0.01
H -1.641 49.593 11.553 0.24 -0.05 0.41
H -2.932 48.965 10.661 -0.36 -0.29 0.19
H -1.533 47.307 9.483 -0.88 0.43 -0.02
H -0.537 47.089 10.765 0.12 0.05 0.63
H 0.522 48.109 8.839 -0.20 -0.72 0.11
H 0.826 48.871 10.287 -0.12 1.09 0.14
H 0.236 50.154 8.002 -0.04 -0.07 -0.09
H -0.833 50.772 9.190 -0.03 -0.13 0.47
H -1.395 49.508 8.143 0.06 -0.22 -0.06
H -4.693 49.190 12.517 0.40 -0.51 -0.80
H -3.420 50.006 13.246 0.31 0.10 0.38
H -4.107 48.781 15.385 -0.07 0.00 0.22
H -5.180 47.812 14.406 -0.39 0.01 0.16
H -6.376 50.209 13.805 0.33 -0.27 -0.40
H -5.295 50.821 15.034 -0.20 0.04 0.22
H -7.677 50.061 15.929 0.33 0.55 0.00
H -6.302 49.274 16.680 -0.23 -0.26 0.15
H -7.395 48.486 15.501 0.70 -0.37 -0.44
H -3.840 45.813 13.362 -0.15 -0.22 0.09
H -2.950 45.622 11.889 -0.26 -0.12 -0.42
H -5.047 47.318 10.947 0.54 0.28 0.10
H -5.844 46.741 12.355 0.11 -0.36 0.17
H -4.631 44.951 10.060 0.06 0.08 0.12
H -6.304 45.522 10.193 -0.01 -0.29 -0.06
H -6.640 44.238 12.358 0.44 0.87 0.55
H -4.957 43.571 12.254 0.31 0.76 0.35
H -6.192 43.218 11.225 0.17 -0.13 -0.83
C -2.394 33.790 24.197 0.54 1.12 -0.16
C -1.596 34.513 25.280 1.03 -0.16 0.44
C -0.185 33.825 25.498 -2.26 -0.20 0.76
C 0.778 33.713 24.319 0.29 0.96 1.01
P 2.411 34.268 24.943 -0.01 -0.54 0.06
C 3.613 33.807 23.698 0.68 -0.08 -0.06
C 3.320 32.550 22.901 0.38 -1.10 0.16
C 4.489 31.910 22.088 0.39 2.29 1.30
C 4.186 30.535 21.619 -0.97 -0.34 -1.65
C 2.677 36.090 25.211 -1.41 -0.28 0.82
C 1.892 37.228 24.506 -0.75 -1.29 0.39
C 2.410 38.613 24.825 0.90 0.87 -1.21
C 1.867 39.653 23.834 -0.63 -1.23 -0.18
C 2.859 33.434 26.558 -1.54 0.40 -0.40
C 2.519 31.898 26.691 0.92 0.41 1.03
C 2.816 31.247 28.076 0.17 0.23 0.57
C 1.988 31.851 29.257 -0.01 0.17 -0.30
H -3.303 34.365 24.022 -0.38 -0.63 0.18
H -2.517 32.732 24.431 -0.43 0.17 0.04
H -1.873 33.862 23.242 0.20 -0.17 -0.13
H -2.140 34.524 26.224 0.05 -0.77 0.22
H -1.545 35.597 25.172 0.41 0.13 -0.90
H -0.493 32.815 25.767 0.24 -0.21 0.06
H 0.285 34.181 26.415 0.00 0.38 -0.04
H 0.460 34.378 23.516 0.17 -0.16 -0.29
H 0.864 32.674 24.001 0.14 0.23 -0.28
H 4.585 33.717 24.183 0.16 0.31 0.06
H 3.603 34.682 23.048 0.43 0.05 -0.27
H 2.504 32.851 22.244 -0.14 -0.75 -0.24
H 3.044 31.711 23.540 -0.75 0.26 0.33
H 5.412 31.852 22.664 -0.06 0.22 0.61
H 4.712 32.733 21.408 0.20 -0.72 -1.15
H 3.183 30.544 21.193 -0.25 -0.26 0.01
H 4.208 29.752 22.377 0.16 0.29 0.18
H 4.808 30.234 20.776 0.29 -0.06 0.22
H 3.757 36.198 25.116 0.05 0.15 0.36
H 2.272 36.217 26.215 1.04 -0.15 0.64
H 0.875 37.208 24.899 -0.30 -0.44 -0.42
H 1.891 36.947 23.453 -0.18 0.87 -0.34
H 3.489 38.486 24.730 0.31 0.75 0.22
H 2.157 39.140 25.745 0.10 -1.31 0.78
H 0.781 39.573 23.879 -0.24 0.27 0.21
H 2.063 39.311 22.818 0.54 0.75 -0.21
H 2.131 40.670 24.125 0.27 -0.13 -0.53
H 2.303 34.007 27.299 -0.34 -0.09 0.12
H 3.858 33.830 26.742 0.53 -0.84 -0.08
H 3.035 31.367 25.891 -0.18 -0.22 0.07
H 1.456 31.656 26.718 -0.27 0.78 -1.14
H 3.864 31.176 28.370 0.24 0.70 -0.19
H 2.610 30.186 27.937 -0.54 -0.03 0.10
H 1.897 32.937 29.246 0.62 0.27 -0.25
H 2.416 31.618 30.232 0.04 -0.21 -0.16
H 0.928 31.598 29.300 0.05 -0.72 -0.29
C -2.340 35.249 12.348 2.33 -1.10 1.90
C -0.938 35.503 13.069 0.79 1.78 -1.86
N 0.345 35.526 12.133 0.00 1.67 0.25
C 0.202 36.780 11.115 -0.71 -2.08 0.78
C 1.574 35.922 13.001 0.46 -2.46 0.36
C 2.031 34.744 13.964 -0.54 0.34 0.66
C 0.462 34.156 11.430 -0.57 1.11 -1.65
C 1.396 34.159 10.162 -0.02 -0.20 2.22
O 2.738 34.187 10.624 -1.04 0.19 0.59
C 3.666 34.578 9.677 1.43 0.80 -0.69
H -3.035 35.472 13.158 -0.34 -0.01 -0.36
H -2.276 34.166 12.244 -0.94 0.00 -0.49
H -2.591 35.755 11.415 0.37 0.13 0.28
H -0.638 34.843 13.883 -0.65 -0.28 -0.21
H -0.859 36.529 13.430 -0.41 -0.07 0.39
H -0.511 36.422 10.373 0.45 0.16 -0.36
H 1.187 37.067 10.745 -0.24 -0.36 -0.11
H -0.285 37.637 11.580 0.24 -0.30 0.61
H 1.373 36.840 13.554 -0.39 -0.15 -0.08
H 2.368 36.125 12.283 -0.02 -0.16 0.12
H 2.091 33.729 13.571 0.36 0.44 -0.75
H 1.426 34.561 14.852 -0.98 0.54 -0.16
H 2.945 34.936 14.527 0.51 0.43 -0.86
H -0.543 34.035 11.028 -0.04 -0.06 -0.15
H 0.544 33.346 12.155 0.65 0.34 0.02
H 1.114 35.042 9.588 0.29 -0.02 -0.32
H 1.211 33.256 9.582 -0.16 -0.03 -0.08
H 3.562 35.603 9.322 -0.93 0.22 -0.37
H 3.730 33.901 8.825 0.02 -0.08 -0.01
H 4.643 34.711 10.142 0.05 -0.87 0.29
C 9.840 48.431 21.270 1.62 -1.38 0.00
C 11.060 48.225 22.253 -0.63 -0.19 0.24
N 11.335 46.802 22.861 -0.63 -1.09 0.06
C 10.349 46.413 24.025 0.70 2.04 -1.40
C 11.234 45.766 21.699 -0.04 -0.62 -0.53
C 11.756 44.359 22.079 0.36 0.89 0.65
C 12.779 46.840 23.471 -0.33 1.02 0.10
C 13.205 48.175 24.230 -0.91 -0.33 -0.57
O 12.240 48.610 25.190 0.27 -0.34 0.26
C 12.602 49.696 26.076 1.13 0.52 0.25
H 10.070 48.009 20.292 0.18 -0.10 -0.06
H 9.708 49.493 21.067 -0.28 -0.08 0.59
H 8.959 47.875 21.590 -0.18 0.62 0.32
H 10.924 48.903 23.096 0.09 -0.28 0.18
H 12.033 48.462 21.822 -0.31 0.13 -0.42
H 10.632 45.464 24.482 -0.03 0.36 -0.12
H 9.329 46.467 23.646 0.13 -0.46 -0.14
H 10.488 47.309 24.630 -0.09 -0.60 0.81
H 11.706 46.203 20.819 0.69 0.04 0.30
H 10.219 45.657 21.318 -0.42 0.44 0.84
H 11.618 43.469 21.463 -0.49 0.73 -0.85
H 11.233 44.079 22.993 0.52 -0.05 0.32
H 12.837 44.444 22.182 -0.03 -0.30 0.58
H 13.409 46.672 22.598 0.29 0.42 0.11
H 13.017 46.032 24.163 -0.96 -0.32 -0.16
H 13.357 48.950 23.479 0.23 0.22 0.11
H 14.163 47.890 24.665 0.10 0.25 0.23
H 11.851 49.933 26.830 -0.71 -0.31 -0.80
H 12.932 50.597 25.560 -0.66 0.09 -0.57
H 13.463 49.565 26.733 0.41 -1.21 -0.22
C 9.925 45.191 4.730 0.07 -0.73 -2.42
C 9.009 44.861 5.837 0.18 -1.20 -0.30
C 8.513 46.093 6.516 -1.30 0.69 0.83
C 8.145 45.853 7.944 1.80 -0.08 2.01
N 9.232 46.362 8.970 1.04 -1.14 0.13
C 10.661 45.716 8.640 -0.47 -1.18 2.89
C 11.298 45.684 10.097 0.90 0.92 -0.87
C 10.187 45.712 11.145 -1.33 1.53 0.13
C 8.786 45.838 10.427 1.66 -0.95 -2.11
C 9.552 47.868 9.048 -1.38 -0.97 0.36
H 10.098 44.295 4.134 0.55 -0.36 0.30
H 10.895 45.612 4.996 -0.22 0.24 0.05
H 9.402 45.735 3.944 0.23 0.94 0.28
H 9.511 44.082 6.411 0.17 0.46 1.01
H 8.174 44.266 5.464 -0.30 0.29 -0.26
H 7.538 46.360 6.108 0.29 0.36 -0.73
H 9.172 46.957 6.436 0.03 -0.03 -0.28
H 8.268 44.782 8.109 -0.62 -0.04 0.22
H 7.184 46.199 8.322 0.10 0.19 -0.22
H 11.188 46.188 7.810 -0.26 0.60 0.47
H 10.697 44.648 8.429 -1.38 0.03 -0.59
H 12.028 46.489 10.186 -0.50 0.60 0.27
H 11.977 44.868 10.346 -0.42 -0.64 -0.85
H 10.265 46.644 11.705 0.30 -0.25 0.44
H 10.284 44.866 11.826 -0.46 0.13 -0.09
H 7.906 46.399 10.741 0.84 0.97 0.50
H 8.300 44.871 10.300 0.54 -0.33 -0.49
H 10.054 48.175 8.129 -0.39 0.16 0.17
H 10.149 48.106 9.928 0.37 -0.52 -0.23
H 8.596 48.337 9.282 0.01 0.36 -0.70
C 15.006 24.773 7.772 0.07 -1.12 0.40
C 15.093 25.901 6.754 0.53 0.83 1.15
C 15.645 27.179 7.431 -1.57 2.24 0.15
C 14.590 27.883 8.407 1.57 0.94 0.53
N 15.150 29.189 9.180 2.07 -1.04 -0.91
C 16.305 28.749 10.169 0.25 0.94 0.53
C 15.641 28.380 11.518 0.10 -0.93 -0.91
C 14.408 29.248 11.495 -2.08 -0.59 1.07
C 14.160 29.836 10.133 1.40 0.87 -0.91
C 15.630 30.241 8.136 -0.42 -0.84 0.48
H 15.695 24.834 8.614 0.64 0.34 -0.31
H 15.170 23.782 7.350 -0.02 0.09 -0.20
H 14.073 24.683 8.328 -0.50 0.35 -0.51
H 14.116 26.104 6.315 -0.07 0.14 0.08
H 15.756 25.778 5.898 0.07 -0.73 0.19
H 15.703 27.946 6.659 0.01 -0.06 -0.45
H 16.670 27.216 7.801 -0.14 -0.99 0.43
H 14.226 27.357 9.290 -0.23 -0.63 -0.56
H 13.817 28.279 7.748 -0.36 -0.17 0.45
H 16.883 29.637 10.426 -0.26 0.53 -0.44
H 17.082 28.123 9.730 -0.77 -0.52 -0.24
H 16.247 28.457 12.420 0.43 0.77 -0.42
H 15.338 27.337 11.619 -0.04 -0.15 -0.65
H 14.340 30.012 12.270 0.29 0.06 -0.13
H 13.568 28.582 11.692 -0.15 0.10 0.28
H 14.536 30.858 10.094 -0.50 0.23 0.27
H 13.138 29.826 9.756 0.17 -0.30 -0.04
H 16.145 31.093 8.579 -0.37 -0.16 0.53
H 14.710 30.551 7.640 0.20 0.14 -0.11
H 16.340 29.847 7.409 -0.30 -0.48 0.19
C 17.226 36.154 29.877 -0.34 -0.17 -0.39
C 16.021 35.442 29.180 1.57 0.82 2.13
C 16.459 35.088 27.800 -1.94 -1.32 -1.24
C 15.200 34.367 27.192 1.83 0.63 -1.49
N 15.347 34.011 25.662 -1.13 1.12 0.20
C 15.336 35.275 24.745 0.07 -0.59 -0.08
C 14.163 35.011 23.815 -0.82 3.55 -0.53
C 13.789 33.604 23.800 0.87 -1.43 0.52
C 14.047 33.253 25.282 0.49 -0.45 -0.87
C 16.559 33.182 25.324 -1.24 1.27 0.03
H 17.189 36.389 30.941 -0.82 0.10 -0.10
H 17.376 37.069 29.305 0.62 0.06 0.23
H 18.079 35.476 29.844 0.24 0.21 -0.48
H 15.163 36.114 29.146 -0.17 -0.19 0.19
H 15.844 34.563 29.799 -0.60 -0.15 -0.29
H 17.321 34.421 27.803 0.08 0.18 -0.07
H 16.625 35.990 27.210 0.40 0.01 0.01
H 14.379 35.084 27.185 -0.18 -0.34 0.26
H 14.977 33.432 27.706 -0.14 0.12 -0.05
H 16.244 35.423 24.160 0.36 -0.95 0.22
H 15.327 36.216 25.295 -0.68 -0.34 0.46
H 14.338 35.427 22.823 0.25 -0.10 -0.05
H 13.318 35.602 24.167 -0.18 0.07 0.20
H 14.481 33.116 23.114 -0.04 -0.65 0.21
H 12.783 33.418 23.423 0.03 -0.03 0.38
H 14.218 32.192 25.466 -0.02 0.08 0.13
H 13.216 33.607 25.893 0.27 0.11 0.12
H 17.382 33.896 25.286 0.34 -0.56 0.75
H 16.408 32.920 24.277 0.08 -0.83 0.27
H 16.520 32.408 26.090 0.91 -0.29 -0.56
C 14.618 38.262 8.881 -1.57 0.59 -0.35
C 15.899 39.032 8.869 2.19 -0.11 0.17
C 16.577 39.095 10.276 1.51 0.42 -0.35
C 18.089 39.620 10.318 -1.29 -0.41 1.43
N 18.754 39.628 11.765 -1.67 -0.08 -1.39
C 18.062 40.549 12.697 -1.65 -0.06 0.50
C 19.028 40.800 13.817 0.04 1.44 -0.33
C 20.370 40.892 13.095 0.61 -0.42 -0.54
C 20.094 40.324 11.650 0.83 -0.35 0.75
C 18.923 38.241 12.338 0.82 0.75 0.33
H 14.710 37.384 8.242 -0.31 -0.10 0.37
H 13.858 38.916 8.454 -0.22 -0.25 -0.35
H 14.174 38.044 9.852 0.50 -0.36 0.17
H 15.850 39.994 8.360 -0.34 0.32 0.54
H 16.534 38.488 8.169 0.55 -0.08 0.24
H 16.583 38.083 10.682 -0.24 0.02 0.18
H 15.992 39.768 10.904 -0.11 -0.22 0.20
H 18.081 40.686 10.090 0.34 -0.24 -0.56
H 18.778 38.989 9.757 -0.16 0.39 -0.39
H 17.045 40.317 13.014 0.18 -1.37 0.10
H 17.770 41.469 12.190 1.03 0.26 -0.53
H 19.068 40.100 14.651 -0.48 0.12 -0.14
H 18.724 41.808 14.095 0.28 -0.19 1.04
H 21.133 40.286 13.583 -0.13 -0.26 -0.07
H 20.815 41.885 13.158 -0.31 0.09 -0.61
H 20.851 39.579 11.408 -0.12 0.01 -0.22
H 20.022 41.016 10.810 0.04 0.25 0.41
H 19.305 37.626 11.523 -0.04 -0.16 0.34
H 18.085 37.798 12.876 -0.52 0.41 -0.70
H 19.661 38.391 13.125 0.32 -0.44 -0.23
As 10.073 37.948 15.286 -0.67 -2.29 -1.36
F 8.662 37.391 14.172 1.41 1.00 1.89
F 11.097 36.955 14.108 -0.76 1.53 1.34
F 11.572 38.412 16.160 -1.64 -0.27 -0.70
F 8.984 38.742 16.516 1.38 -0.63 -1.72
F 9.888 36.437 16.209 0.20 1.32 -0.42
F 10.161 39.375 14.256 0.09 -0.59 0.95
```
Forces are in eV/Å.

Properties
E: -7309.86451 a.u.
Kohn-Sham gap: 10.319 eV
Total charge: +7